No. 1
{
  "formula": "C5H12N4",
  "method": "ωB97M-V/def2-TZVPD",
  "symbols": ["C", "C", "C", "C", "C", "N", "N", "N", "N", "H", "H", "H", "H", "H", "H", "H", "H", "H", "H", "H", "H"],
  "coordinates": [[0.77348, 0.25297, 0.82846], [1.33148, -0.99531, -1.72220], [1.29751, -1.01882, 0.43620], [1.70470, -2.47749, -3.82623], [-2.79745, 1.24813, 1.05978], [-0.48593, 0.43074, 0.83665], [1.47682, -1.75912, -2.58746], [-1.33384, 1.01502, 1.45490], [-0.77631, 2.27771, 2.52716], [1.61185, 1.00241, 1.11053], [2.36706, -1.27009, 0.54462], [0.62320, -1.86144, 0.28119], [1.58376, -1.93356, -4.74787], [1.01866, -3.32400, -3.72737], [2.78734, -2.81487, -3.72100], [-2.77424, 1.93562, 0.31266], [-3.22797, 0.29119, 0.74116], [-3.25427, 1.47296, 1.98517], [0.16741, 1.90151, 2.85636], [-1.27549, 2.54793, 3.37407], [-0.81778, 3.07849, 1.98323]],
  "lowdin_charge": [-0.19, 0.17, 0.12, -0.01, 0.10, 0.07, 0.02, -0.03, 0.27, 0.17, 0.12, 0.10, 0.10, 0.11, 0.14, 0.07, 0.13, 0.09, 0.18, 0.16, 0.11],
  "de_lowest_kcal_mol": 129.0,
  "e_tot_ha": -415.87805,
  "lumo_energy_ha": -0.337,
  "charge": 2,
  "homo_energy_ev": -17.46
}

---

No. 2
{
  "formula": "C5H12N4O2",
  "method": "ωB97M-V/def2-TZVPD",
  "symbols": ["C", "N", "C", "C", "C", "N", "C", "N", "O", "N", "O", "H", "H", "H", "H", "H", "H", "H", "H", "H", "H", "H", "H"],
  "coordinates": [[0.98617, -0.99459, -3.23728], [0.27067, 0.00768, -2.34863], [-0.02107, -0.24520, -0.87984], [-0.49733, 1.00737, -0.09517], [-1.12327, 0.70058, 1.28439], [-0.17638, -0.25876, 1.98610], [0.37952, 0.25050, 3.25614], [-0.45064, -1.61775, 2.08557], [0.04259, -2.12225, 3.11831], [-0.29906, 1.07781, -2.83241], [-0.16343, 1.09539, -4.05185], [1.90974, -1.23806, -2.80931], [1.22301, -0.61010, -4.18751], [0.44586, -1.94859, -3.34979], [0.92216, -0.51757, -0.50030], [-0.71038, -1.09256, -0.82886], [0.34795, 1.70630, -0.08413], [-1.28764, 1.53069, -0.63964], [-1.18062, 1.58631, 1.91459], [-2.04905, 0.17410, 1.37955], [1.34074, -0.16779, 3.76822], [-0.41074, 0.37821, 3.98823], [0.50120, 1.29828, 3.06363]],
  "lowdin_charge": [0.00, -0.16, -0.13, -0.16, -0.12, -0.19, -0.09, -0.02, -0.09, -0.07, -0.10, 0.06, 0.06, 0.10, 0.09, 0.12, 0.12, 0.10, 0.11, 0.11, 0.12, 0.08, 0.06],
  "de_lowest_kcal_mol": 147.4,
  "e_tot_ha": -567.01145,
  "lumo_energy_ha": 0.013,
  "homo_energy_ev": -9.13
}

---

No. 3
{
  "formula": "C5H12N4Si",
  "method": "ωB97M-V/def2-TZVPD",
  "symbols": ["C", "C", "C", "C", "C", "N", "N", "N", "N", "Si", "H", "H", "H", "H", "H", "H", "H", "H", "H", "H", "H", "H"],
  "coordinates": [[-2.65137, -1.76785, 0.64836], [-4.17401, 0.26744, 0.45017], [1.81235, 0.23639, 1.62864], [2.98473, 0.83030, -1.18051], [1.11045, -1.82903, -0.74518], [-0.10225, 0.72442, -0.18189], [-0.79390, 1.47639, -0.74972], [-1.46583, 2.24814, -1.22191], [-3.33836, -0.84877, 0.53460], [1.50869, 0.01720, -0.21889], [-4.67746, 0.40138, 1.48787], [-3.44535, 0.96337, 0.17735], [-5.00667, 0.11799, -0.16992], [2.82170, 0.56632, 1.89862], [1.03265, 0.98824, 1.86351], [1.64713, -0.59737, 2.38007], [2.52781, 1.50268, -1.85142], [3.63916, 1.38139, -0.52243], [3.43111, -0.10335, -1.62313], [0.20435, -1.71248, -1.36559], [1.98197, -2.25759, -1.24700], [0.95309, -2.60520, 0.00839]],
  "lowdin_charge": [0.00, -0.10, -0.20, -0.16, -0.18, -0.01, -0.32, 0.16, -0.14, 0.54, 0.13, 0.04, 0.07, 0.01, 0.02, 0.05, -0.01, 0.02, 0.04, 0.02, 0.01, 0.02],
  "de_lowest_kcal_mol": 20.3,
  "e_tot_ha": -706.13853,
  "lumo_energy_ha": 0.029,
  "homo_energy_ev": -9.61
}

---

| no. | gap between HOMO and LUMO (eV) |
| --- | --- |
| 1 | 8.30 |
| 2 | 9.49 |
| 3 | 10.39 |